The following is a DFT calculation (wB97M-V/def2-TZVPD) of 2 unconnected molecules or ions with the total composition C21H26N2O6PS at a distorted geometry.

## Properties
total charge = -1
DFT total energy = -57589.652 eV
orbital gap = 6.017 eV
LUMO energy = 2.65 eV

Each atom is followed by the atoms it is bonded to, with distances in Å.
Cartesian coordinates (Å):
1 C -3.79 -4.10 1.92  C2 1.517, H12 1.093, H13 1.096, H14 1.096
2 C -2.97 -2.93 1.42  C1 1.517, O3 1.451, H15 1.103, H16 1.104
3 O -3.61 -1.68 1.80  C2 1.451, P4 1.618
4 P -3.35 -0.25 1.10  O3 1.618, C5 1.778, O8 1.482, O9 1.610
5 C -1.97 0.45 1.98  P4 1.778, C6 1.373, H17 1.095
6 C -0.83 1.01 1.44  C5 1.373, N7 1.185
7 N 0.17 1.52 1.09  C6 1.185
8 O -3.24 -0.25 -0.38  P4 1.482
9 O -4.63 0.54 1.69  P4 1.610, C10 1.452
10 C -5.95 -0.03 1.80  O9 1.452, C11 1.509, H18 1.102, H19 1.097
11 C -6.95 1.09 1.91  C10 1.509, H20 1.091, H21 1.093, H22 1.093
12 H -3.18 -5.00 1.84  C1 1.093
13 H -4.09 -3.97 2.97  C1 1.096
14 H -4.69 -4.23 1.31  C1 1.096
15 H -1.96 -2.97 1.87  C2 1.103
16 H -2.88 -2.97 0.32  C2 1.104
17 H -2.11 0.56 3.05  C5 1.095
18 H -6.18 -0.65 0.92  C10 1.102
19 H -5.99 -0.66 2.70  C10 1.097
20 H -7.94 0.67 2.11  C11 1.091
21 H -6.68 1.77 2.72  C11 1.093
22 H -6.99 1.64 0.97  C11 1.093
23 C -0.50 1.07 -6.48  O24 1.445, H43 1.089, H44 1.100, H45 1.099
24 O -0.82 -0.15 -5.78  C23 1.445, C25 1.363
25 C -0.26 -0.40 -4.56  O24 1.363, C26 1.419, C42 1.420
26 C -0.77 -1.53 -3.87  C25 1.419, C27 1.381, H46 1.087
27 C -0.46 -1.74 -2.54  C26 1.381, C28 1.413, H47 1.090
28 C 0.39 -0.84 -1.87  C27 1.413, C29 1.465, C41 1.397
29 C 0.84 -1.02 -0.48  C28 1.465, N30 1.284, H48 1.099
30 N 2.00 -0.57 -0.15  C29 1.284, S31 1.685
31 S 3.09 -1.03 1.05  N30 1.685, C32 1.795, O39 1.440, O40 1.442
32 C 4.17 0.39 1.24  S31 1.795, C33 1.399, C38 1.394
33 C 5.52 0.30 0.88  C32 1.399, C34 1.393, H49 1.083
34 C 6.39 1.35 1.18  C33 1.393, C35 1.398, H50 1.089
35 C 5.95 2.48 1.87  C34 1.398, C36 1.508, C37 1.400
36 C 6.91 3.57 2.24  C35 1.508, H51 1.096, H52 1.100, H53 1.100
37 C 4.59 2.55 2.21  C35 1.400, C38 1.393, H54 1.089
38 C 3.70 1.53 1.89  C32 1.394, C37 1.393, H55 1.085
39 O 2.37 -1.25 2.27  S31 1.440
40 O 3.91 -2.08 0.47  S31 1.442
41 C 0.98 0.21 -2.58  C28 1.397, C42 1.387, H56 1.083
42 C 0.66 0.46 -3.91  C25 1.420, C41 1.387, H57 1.089
43 H -1.11 1.03 -7.37  C23 1.089
44 H -0.75 1.96 -5.88  C23 1.100
45 H 0.57 1.10 -6.75  C23 1.099
46 H -1.42 -2.21 -4.42  C26 1.087
47 H -0.84 -2.61 -2.01  C27 1.090
48 H 0.17 -1.58 0.17  C29 1.099
49 H 5.89 -0.59 0.38  C33 1.083
50 H 7.44 1.29 0.88  C34 1.089
51 H 6.41 4.35 2.83  C36 1.096
52 H 7.76 3.18 2.83  C36 1.100
53 H 7.34 4.04 1.34  C36 1.100
54 H 4.24 3.43 2.75  C37 1.089
55 H 2.65 1.61 2.13  C38 1.085
56 H 1.72 0.82 -2.08  C41 1.083
57 H 1.09 1.32 -4.42  C42 1.089